Computed, not measured: a 7-piece molecular cluster, C4H22N2O8 overall at a distorted geometry, with wB97M-V/def2-TZVPD.

The geometry in XYZ format:
```
36
Properties=species:S:1:pos:R:3:mulliken_charge:R:1
N 0.64 1.65 -1.45 0.084
C -0.34 0.90 -0.67 -2.305
C 0.11 0.33 0.49 1.543
O 1.31 0.44 0.93 -1.060
N -0.83 -0.33 1.34 -0.069
C -2.03 -0.87 0.78 -0.727
C -1.84 -2.31 0.28 -0.389
O -0.54 -2.56 -0.32 -0.553
H 0.38 2.62 -1.78 0.402
H 0.98 0.96 -2.16 0.388
H 1.48 1.70 -0.86 0.390
H -1.34 0.65 -1.00 0.445
H -0.42 -0.75 2.19 0.533
H -2.81 -0.91 1.55 0.429
H -2.70 -0.34 0.06 0.239
H -2.64 -2.68 -0.38 0.362
H -1.71 -3.02 1.14 0.240
H 0.08 -2.10 0.26 0.283
O -0.52 4.02 -1.78 -0.696
H -0.68 4.56 -2.57 0.318
H -1.41 3.96 -1.35 0.367
O 3.34 -0.50 -0.80 -0.753
H 3.34 -1.43 -0.57 0.334
H 2.55 -0.07 -0.40 0.329
O 2.43 -1.89 1.51 -0.737
H 3.32 -1.57 1.72 0.327
H 2.00 -1.01 1.27 0.369
O -2.48 3.05 -0.39 -0.742
H -1.93 2.33 -0.03 0.469
H -3.41 2.77 -0.40 0.305
O 0.36 -1.50 3.65 -0.689
H 0.84 -2.24 3.23 0.299
H 0.97 -1.06 4.26 0.302
O 0.97 -0.73 -2.86 -0.768
H 1.92 -0.83 -2.76 0.345
H 0.60 -1.25 -2.13 0.386
```

Properties
Kohn-Sham gap = 8.10 eV
Electronic energy = -23864.52514 eV

---

Computed, not measured: a 7-piece molecular cluster, C4H22O7 overall at a distorted geometry, with wB97M-V/def2-TZVPD.

The geometry in XYZ format:
```
33
Properties=species:S:1:pos:R:3:mulliken_charge:R:1
C -5.80 0.69 15.19 -0.922
C -5.01 -0.61 14.84 -0.171
O -3.64 -0.19 14.62 -0.515
H -5.78 1.30 14.27 0.068
H -5.39 1.26 16.01 0.331
H -6.81 0.39 15.43 0.388
H -5.51 -1.17 14.03 0.298
H -5.07 -1.17 15.80 0.256
H -3.44 -0.31 13.69 0.297
C -6.72 1.15 10.87 -1.190
C -5.69 2.28 11.06 -0.173
O -4.38 1.74 10.94 -0.546
H -6.58 0.29 11.52 0.244
H -6.65 0.83 9.86 0.379
H -7.75 1.52 10.91 0.356
H -5.78 2.72 12.03 0.318
H -5.76 3.04 10.28 0.307
H -3.70 2.36 11.27 0.286
O -2.57 -0.23 11.86 -0.694
H -3.21 0.28 11.30 0.484
H -2.02 -0.77 11.29 0.252
O -1.06 5.17 12.17 -0.765
H -1.81 5.56 11.74 0.286
H -1.06 5.29 13.16 0.431
O -3.14 2.77 14.41 -0.700
H -3.44 1.93 14.74 0.342
H -2.68 2.53 13.57 0.414
O -2.03 2.39 11.70 -0.677
H -1.38 3.11 11.82 0.263
H -1.67 1.54 12.00 0.307
O -1.20 5.23 14.60 -0.638
H -1.82 4.51 14.81 0.355
H -0.46 5.03 15.15 0.326
```

Properties
Kohn-Sham gap = 10.67 eV
Electronic energy = -18837.56305 eV

---

Computed, not measured: a 7-piece molecular cluster, C4H23N2O6S overall at a distorted geometry, with wB97M-V/def2-TZVPD.

The geometry in XYZ format:
```
36
Properties=species:S:1:pos:R:3:lowdin_spin:R:1
C -1.39 1.05 1.92 0.035
C -0.80 -0.38 1.81 0.023
C -1.16 -1.18 0.55 0.063
S -2.76 -0.67 -0.21 0.795
N 0.72 -0.47 1.76 0.003
C 1.49 0.60 1.09 0.000
N 2.65 0.97 1.83 0.000
H -2.04 1.21 1.08 0.028
H -0.58 1.78 1.92 0.001
H -1.88 1.14 2.88 0.000
H -0.97 -0.88 2.76 0.000
H -0.40 -1.13 -0.22 0.000
H -1.31 -2.21 0.84 0.012
H 1.05 -0.39 2.71 0.001
H 1.78 0.25 0.11 0.000
H 0.95 1.51 0.83 0.000
H 3.13 0.26 2.34 0.000
H 2.65 1.82 2.36 0.000
H 1.91 -2.94 -0.09 0.000
H 1.37 -4.08 0.67 0.000
O 2.16 -3.84 0.16 0.000
H -2.84 3.08 0.18 0.000
H -1.28 3.11 0.11 0.000
O -2.08 3.48 -0.26 0.001
H -2.47 0.94 -2.45 -0.001
H -2.10 2.50 -2.21 0.000
O -1.98 1.71 -2.74 0.000
H -2.20 -3.12 -1.88 0.006
H -1.04 -2.17 -1.98 0.003
O -1.67 -2.64 -2.54 0.030
H 0.62 0.37 -4.04 0.000
H -0.47 1.47 -3.64 0.000
O 0.44 1.31 -3.95 0.000
H 3.68 -0.58 0.17 0.000
H 3.01 -0.86 -1.19 0.000
O 3.79 -1.05 -0.66 0.000
```

Properties
Kohn-Sham gap (alpha / beta) = 10.09 / 6.97 eV
Spin multiplicity = 2
Electronic energy = -30619.10082 eV

---

Computed, not measured: a 7-piece molecular cluster, C4H23N3O7 overall at a distorted geometry, with wB97M-V/def2-TZVPD.

The geometry in XYZ format:
```
37
Properties=species:S:1:pos:R:3:mulliken_charge:R:1
N -0.40 0.59 -1.88 -0.440
C 1.10 0.63 -2.07 -1.104
N 1.80 0.05 -0.97 -0.195
C 1.66 0.72 0.31 0.338
C 1.68 -0.30 1.44 -0.955
N 0.45 -1.06 1.51 0.228
C 0.41 -2.05 2.45 -0.181
O 1.18 -2.22 3.37 -0.571
H -0.75 1.54 -1.80 0.143
H -0.89 0.24 -2.70 0.307
H 1.30 -0.01 -2.93 0.497
H 1.35 1.67 -2.27 0.350
H 1.67 -0.95 -0.99 0.342
H 0.77 1.33 0.43 -0.202
H 2.56 1.34 0.40 0.344
H 1.99 0.04 2.42 0.488
H 2.53 -0.97 1.23 0.403
H -0.48 -0.87 1.16 0.242
H -0.43 -2.75 2.28 0.305
O -0.29 3.25 2.11 -0.619
H 0.57 3.13 2.52 0.291
H -1.02 3.18 2.72 0.281
O 0.67 -2.72 -2.57 -0.687
H 0.00 -3.37 -2.30 0.381
H 0.32 -1.91 -2.20 0.272
O -1.20 -3.89 -0.86 -0.703
H -1.93 -3.25 -0.82 0.350
H -0.68 -3.62 -0.10 0.333
O -1.18 3.51 -0.40 -0.628
H -0.70 3.47 0.45 0.336
H -0.65 4.02 -1.02 0.340
O -2.02 -1.35 -0.63 -0.573
H -2.72 -0.87 -0.17 0.304
H -1.46 -0.58 -0.90 0.384
O -1.61 0.99 1.09 -0.537
H -2.50 1.35 1.01 0.240
H -1.11 1.70 0.70 -0.105
```

Properties
Kohn-Sham gap = 9.09 eV
Electronic energy = -23324.09466 eV

---

Computed, not measured: a 8-piece molecular cluster, C4H23NO8 overall at a distorted geometry, with wB97M-V/def2-TZVPD.

The geometry in XYZ format:
```
36
Properties=species:S:1:pos:R:3:mulliken_charge:R:1
C -0.11 -1.56 3.22 -1.164
N 0.23 -0.99 1.92 0.110
C -0.70 0.04 1.53 -0.606
C 0.14 -2.06 0.92 -0.026
C 1.38 -2.88 0.67 -0.300
O 2.52 -2.49 0.78 -0.541
H -1.18 -1.74 3.39 0.377
H 0.47 -2.46 3.38 0.395
H 0.28 -0.85 3.96 0.369
H -0.52 1.00 2.05 0.367
H -1.75 -0.07 1.81 0.282
H -0.67 0.41 0.51 -0.003
H -0.13 -1.67 -0.06 0.097
H -0.64 -2.80 1.16 0.364
H 1.21 -3.94 0.40 0.361
O 2.51 -0.35 -1.35 -0.573
H 2.49 -1.14 -0.78 0.297
H 3.06 -0.64 -2.09 0.248
O -1.43 0.11 -3.70 -0.631
H -0.76 0.73 -3.38 0.359
H -1.36 -0.62 -3.06 0.288
O -2.38 3.22 -1.22 -0.641
H -2.25 2.83 -0.35 0.317
H -2.76 2.57 -1.81 0.318
O 0.97 3.43 -1.72 -0.730
H 1.54 3.49 -0.94 0.327
H 0.04 3.41 -1.48 0.371
O -2.86 -1.23 -0.20 -0.553
H -2.88 -0.68 -1.00 0.288
H -3.78 -1.24 0.08 0.278
O -0.05 0.81 -1.41 -0.650
H 0.55 1.57 -1.30 0.247
H 0.56 0.05 -1.42 0.344
O 2.53 2.27 0.52 -0.630
H 2.25 1.35 0.38 0.330
H 3.48 2.13 0.59 0.314
```

Properties
Kohn-Sham gap = 9.40 eV
Electronic energy = -22390.29031 eV

---

Computed, not measured: a 8-piece molecular cluster, C4H23NO8 overall at a distorted geometry, with wB97M-V/def2-TZVPD.

The geometry in XYZ format:
```
36
Properties=species:S:1:pos:R:3:mulliken_charge:R:1
C -2.54 -1.71 -0.05 -0.944
N -1.32 -1.35 -0.87 -0.252
C -1.23 -0.01 -1.29 0.446
C -2.39 1.00 -1.39 -1.308
C -0.25 0.49 -0.11 -0.428
O 0.87 0.61 -0.54 -0.355
H -3.53 -1.24 -0.60 0.218
H -2.69 -2.71 -0.01 0.468
H -2.54 -1.18 0.98 0.197
H -1.42 -2.01 -1.60 0.291
H -0.62 0.07 -2.11 0.191
H -2.52 1.57 -2.21 0.457
H -3.36 0.56 -1.17 0.274
H -2.24 1.75 -0.56 0.171
H -0.49 0.60 0.92 0.581
O 0.96 -0.74 -4.14 -0.656
H 0.46 -1.49 -3.86 0.295
H 1.55 -0.48 -3.37 0.381
O -2.30 1.62 2.01 -0.577
H -1.89 1.70 2.98 0.312
H -2.77 2.37 1.77 0.280
O 1.37 0.11 3.53 -0.603
H 1.51 1.01 3.83 0.319
H 0.64 -0.09 4.24 0.302
O 1.45 3.17 1.42 -0.657
H 1.52 3.17 0.47 0.337
H 1.00 2.30 1.41 0.313
O 1.85 -3.38 0.15 -0.630
H 1.01 -3.46 0.64 0.310
H 2.08 -2.51 0.58 0.335
O 3.07 -1.25 1.77 -0.674
H 3.79 -0.57 1.68 0.309
H 2.29 -0.58 1.72 0.312
O 2.93 0.80 -2.52 -0.676
H 3.40 0.37 -1.78 0.331
H 2.36 1.47 -1.94 0.329
```

Properties
Kohn-Sham gap = 8.61 eV
Electronic energy = -22387.74971 eV

---

Computed, not measured: a 7-piece molecular cluster, C4H24NO7 overall at a distorted geometry, with wB97M-V/def2-TZVPD.

The geometry in XYZ format:
```
36
Properties=species:S:1:pos:R:3:mulliken_charge:R:1
O 0.11 1.32 -1.27 -0.413
C 1.11 1.14 -0.27 -0.648
C 1.07 -0.17 0.54 -0.536
N -0.33 -0.39 1.05 0.094
C -0.94 0.81 1.81 -0.454
C 0.06 1.30 2.88 -1.153
H 0.38 0.81 -2.05 0.303
H 2.07 1.35 -0.79 0.434
H 0.97 2.04 0.31 0.218
H 1.39 -0.82 -0.29 0.459
H 1.77 -0.32 1.39 0.328
H -0.56 -1.20 1.66 0.189
H -0.92 -0.63 0.23 0.279
H -1.21 1.62 1.16 0.443
H -1.86 0.33 2.19 0.465
H -0.69 1.81 3.54 0.397
H 0.44 0.53 3.54 0.326
H 0.76 2.01 2.51 0.349
H -3.06 -1.15 -2.73 0.303
H -2.26 0.03 -2.07 0.289
O -2.57 -0.88 -1.95 -0.603
H -2.24 -2.41 0.14 0.275
H -3.39 -2.39 1.29 0.287
O -2.49 -2.16 1.03 -0.574
H 1.69 0.61 -4.33 0.326
H 2.48 -0.10 -3.23 0.316
O 1.59 0.02 -3.58 -0.657
H -0.20 -3.06 3.88 0.303
H -0.82 -3.08 2.55 0.288
O -0.34 -2.46 3.13 -0.644
H -1.44 4.30 -2.23 0.287
H -1.36 2.94 -3.06 0.293
O -1.52 3.35 -2.21 -0.571
H 3.85 -2.45 -1.59 0.312
H 4.33 -1.05 -1.21 0.315
O 4.13 -1.61 -1.97 -0.627
```

Properties
Kohn-Sham gap = 11.10 eV
Electronic energy = -20353.55553 eV
Net charge = +1

---

The calculation returns the following energy relative to the best compared isomer or geometry (same formula, charge and spin) values, one per record and in order: 46.1; 14.8; 17.7; 60.1; 35.8; 94.4; 16.8 kcal per mole.